This record from the Open Molecules 2025 dataset describes a structure of composition C39H42LuN4O11P3S2. The level of theory is wB97M-V/def2-TZVPD.

Summary:
E = -152779.832 eV
F_max = 0.0267 Eh/bohr
spin multiplicity = 1
frontier orbital gap = 7.7 eV

Atoms and positions in Å:
Lu: -0.100 0.226 0.587
O: 2.132 0.822 -2.303
C: 0.939 0.547 -2.354
O: 0.297 -0.229 -1.544
C: 0.092 1.228 -3.409
C: 0.721 1.597 -4.595
C: 0.039 2.318 -5.560
C: -1.272 2.707 -5.323
C: -1.901 2.349 -4.139
C: -1.239 1.589 -3.176
P: -2.089 0.974 -1.659
C: -3.573 2.040 -1.588
C: -3.369 3.415 -1.489
C: -4.426 4.281 -1.272
C: -5.715 3.782 -1.131
C: -5.927 2.415 -1.206
C: -4.865 1.550 -1.430
C: -2.730 -0.592 -2.399
C: -3.583 -0.548 -3.502
C: -4.032 -1.708 -4.110
C: -3.621 -2.945 -3.630
C: -2.759 -3.001 -2.546
C: -2.315 -1.835 -1.937
H: 1.757 1.318 -4.732
H: 0.527 2.588 -6.488
H: -1.815 3.285 -6.059
H: -2.921 2.664 -3.968
H: -2.365 3.819 -1.575
H: -4.242 5.346 -1.202
H: -6.543 4.455 -0.954
H: -6.926 2.014 -1.085
H: -5.052 0.485 -1.466
H: -3.906 0.407 -3.900
H: -4.696 -1.647 -4.963
H: -3.964 -3.855 -4.105
H: -2.419 -3.958 -2.170
H: -1.630 -1.911 -1.106
O: -0.958 1.978 2.467
P: -0.889 0.711 3.481
O: -0.605 1.019 4.879
O: 0.055 -0.203 2.690
O: -2.374 0.074 3.290
P: -3.049 0.031 1.809
O: -4.342 -0.865 1.994
O: -3.352 1.443 1.444
O: -2.089 -0.746 0.931
H: -1.876 2.121 2.110
H: -5.078 -0.344 2.342
N: 4.685 -1.032 1.177
C: 5.260 -1.429 -0.049
C: 6.634 -1.434 -0.218
C: 7.178 -1.846 -1.428
C: 6.343 -2.216 -2.471
C: 4.966 -2.169 -2.304
C: 4.415 -1.804 -1.083
S: 2.685 -1.857 -0.852
N: 2.455 -0.701 0.424
C: 3.411 -0.494 1.243
C: 3.174 0.308 2.488
C: 3.682 -0.147 3.700
C: 3.382 0.561 4.853
C: 2.585 1.685 4.753
C: 2.126 2.056 3.499
N: 2.415 1.394 2.383
H: 5.336 -0.623 1.829
H: 7.279 -1.131 0.598
H: 8.252 -1.865 -1.553
H: 6.760 -2.528 -3.418
H: 4.310 -2.425 -3.126
H: 4.256 -1.064 3.741
H: 3.741 0.218 5.814
H: 2.278 2.245 5.624
H: 1.450 2.897 3.396
O: 0.174 -2.238 0.674
C: -0.008 -3.341 1.156
C: -1.355 -4.014 1.153
C: -1.757 -4.241 2.625
C: -1.273 -3.125 3.576
C: 0.145 -3.287 4.149
C: 1.277 -3.141 3.133
N: 0.966 -3.941 1.930
H: -1.322 -4.948 0.585
H: -2.048 -3.335 0.658
H: -1.387 -5.210 2.976
H: -2.845 -4.306 2.671
H: -1.961 -3.068 4.421
H: -1.353 -2.160 3.067
H: 0.219 -4.273 4.625
H: 0.293 -2.550 4.942
H: 2.231 -3.471 3.545
H: 1.381 -2.105 2.813
H: 0.671 -4.871 2.203
C: 2.054 4.330 0.871
S: 1.948 2.987 -0.292
C: 1.575 3.959 -1.732
O: 0.602 2.338 0.040
H: 1.051 4.734 1.006
H: 2.726 5.087 0.467
H: 2.450 3.955 1.808
H: 2.449 4.573 -1.950
H: 0.700 4.576 -1.529
H: 1.391 3.278 -2.556